# 1
134
Properties=species:S:1:pos:R:3:forces:R:3 method="wB97M-V/def2-TZVPD" smiles="CN(C)B(O)c1c(OC#N)c(CB(O)O)cc2c1C(=O)C=CC2=O.CC(C)O.CC(C)O.CC(C)O.CC(C)O.CC(C)O.CC(C)O.CC(C)O.CC(C)O" energy_ev=-73668.65853 multiplicity=1 homo_lumo_gap_ha=0.2691 e_homo_ev=-8.44
C -6.518 2.356 3.651 -0.37 0.41 0.73
N -6.208 2.585 2.225 -0.02 -1.58 -0.12
C -7.398 2.442 1.344 0.05 0.22 -0.68
B -5.152 1.694 1.720 -0.88 -0.48 0.91
O -5.197 0.332 2.131 1.49 1.64 -0.25
C -3.993 2.263 0.758 0.94 0.12 -1.49
C -3.837 1.696 -0.607 2.62 2.17 0.84
O -4.720 0.656 -1.095 -1.07 2.56 -1.28
C -5.585 1.315 -1.931 1.07 -2.08 2.03
N -6.447 1.768 -2.538 -0.02 0.28 -0.43
C -2.812 2.154 -1.543 0.43 1.08 1.12
C -2.633 1.616 -3.005 0.18 0.65 0.50
B -2.020 0.126 -2.995 -0.14 -0.43 -0.48
O -2.733 -0.879 -3.721 0.56 0.45 1.73
O -0.804 -0.162 -2.318 -2.08 0.20 -0.07
C -1.876 3.199 -1.088 -1.85 -0.58 1.60
C -2.014 3.765 0.247 -0.93 -0.89 0.14
C -3.085 3.331 1.197 0.92 -0.67 -2.62
C -3.119 4.070 2.561 1.09 0.47 0.36
O -4.091 4.266 3.251 0.42 -0.54 -0.51
C -1.753 4.665 3.069 0.71 0.07 -1.60
C -0.773 5.057 2.202 -0.83 -0.43 -0.15
C -0.987 4.869 0.676 -0.57 -0.81 0.32
O -0.398 5.478 -0.190 -0.04 -0.23 0.84
H -6.801 3.357 4.095 0.14 -1.13 -0.25
H -5.644 1.967 4.248 -0.72 0.50 -0.83
H -7.360 1.612 3.815 0.79 0.80 -0.26
H -7.913 3.419 1.124 0.56 -0.88 0.42
H -7.030 2.041 0.353 -0.69 0.37 0.79
H -8.129 1.711 1.784 0.60 0.50 -0.49
H -4.290 -0.034 2.124 -0.74 -0.11 -0.28
H -3.584 1.711 -3.599 0.88 -0.26 0.63
H -1.869 2.279 -3.519 -0.82 -0.59 0.63
H -3.460 -1.207 -3.153 0.27 0.14 -0.74
H -1.060 -0.737 -1.567 0.65 0.02 -0.54
H -1.076 3.582 -1.774 -0.94 -0.45 0.86
H -1.571 4.821 4.155 -0.67 -0.11 -1.00
H 0.188 5.511 2.562 -1.13 -0.42 -0.53
C -1.543 -4.385 -5.465 -0.12 -0.17 -0.18
C -0.101 -3.907 -5.535 -0.43 0.33 0.51
C 0.517 -3.810 -4.150 0.24 -0.07 0.03
O -0.054 -2.630 -6.168 0.19 -0.02 -0.26
H -2.156 -3.684 -4.890 0.12 -0.01 0.08
H -1.978 -4.440 -6.466 0.07 -0.05 0.03
H -1.611 -5.371 -5.000 -0.03 0.04 0.00
H 0.484 -4.595 -6.151 0.01 0.19 -0.10
H -0.027 -3.090 -3.531 -0.11 -0.07 -0.06
H 1.549 -3.455 -4.214 -0.03 -0.09 -0.02
H 0.512 -4.779 -3.644 0.02 0.04 0.02
H -0.569 -2.015 -5.631 0.02 -0.12 -0.02
C -6.692 7.904 0.666 0.22 0.05 -0.16
C -7.475 6.628 0.402 -0.19 0.37 0.61
C -8.971 6.852 0.566 -0.17 -0.13 -0.17
O -7.045 5.611 1.305 0.08 -0.11 -0.27
H -6.852 8.254 1.691 -0.13 -0.01 -0.05
H -5.620 7.726 0.556 -0.07 -0.01 -0.06
H -6.987 8.699 -0.023 0.02 0.00 0.06
H -7.266 6.271 -0.609 0.06 -0.16 0.13
H -9.207 7.167 1.588 0.10 0.10 -0.04
H -9.520 5.926 0.385 0.05 0.05 -0.06
H -9.334 7.615 -0.126 -0.02 -0.02 0.05
H -7.224 5.915 2.204 0.08 -0.04 -0.08
C 0.934 1.283 5.264 0.12 -0.09 -0.23
C 1.136 2.743 5.636 -0.48 -0.36 0.39
C 1.021 2.953 7.138 0.15 0.21 0.11
O 0.160 3.544 4.968 0.23 0.16 -0.11
H -0.063 0.940 5.559 0.05 0.04 0.13
H 1.008 1.149 4.182 0.07 0.03 0.05
H 1.678 0.646 5.747 -0.06 0.00 -0.01
H 2.117 3.077 5.293 -0.15 0.13 -0.11
H 0.028 2.667 7.497 0.04 -0.12 -0.06
H 1.158 4.007 7.390 0.06 -0.06 -0.04
H 1.768 2.366 7.677 -0.06 0.02 0.01
H -0.713 3.257 5.264 0.16 -0.10 0.05
C 2.153 -4.593 0.444 0.00 -0.31 0.02
C 1.042 -3.709 -0.093 0.66 0.33 0.23
C 1.597 -2.602 -0.973 -0.11 0.06 -0.20
O 0.319 -3.133 0.998 -0.42 -0.06 0.01
H 2.850 -4.015 1.060 -0.01 0.09 -0.10
H 1.744 -5.379 1.084 -0.02 0.00 -0.09
H 2.712 -5.061 -0.370 -0.04 0.02 0.07
H 0.335 -4.314 -0.666 -0.12 0.09 0.16
H 2.274 -1.954 -0.406 0.05 -0.12 0.05
H 0.791 -1.967 -1.345 0.07 -0.07 -0.06
H 2.141 -3.011 -1.827 0.00 0.02 0.05
H 0.936 -2.595 1.510 -0.02 -0.08 -0.09
C 5.840 -6.385 -2.917 -0.10 -0.22 0.16
C 4.725 -5.499 -3.450 0.63 0.24 0.14
C 5.276 -4.389 -4.332 -0.18 0.13 -0.18
O 4.008 -4.926 -2.356 -0.35 -0.05 -0.01
H 6.538 -5.807 -2.306 0.04 0.04 -0.19
H 5.433 -7.171 -2.277 -0.04 -0.01 -0.12
H 6.396 -6.852 -3.733 0.02 0.03 0.05
H 4.015 -6.104 -4.020 -0.15 0.11 0.17
H 5.955 -3.744 -3.767 0.08 -0.15 0.02
H 4.466 -3.754 -4.700 0.01 -0.09 -0.03
H 5.816 -4.798 -5.190 0.01 0.04 0.04
H 4.626 -4.388 -1.845 0.00 -0.08 -0.10
C 2.576 8.511 -1.266 0.20 -0.18 -0.09
C 2.048 8.355 0.152 -0.26 0.59 -0.35
C 0.558 8.645 0.221 -0.20 -0.11 0.11
O 2.748 9.246 1.020 0.19 -0.18 0.24
H 2.433 9.535 -1.624 -0.13 -0.03 0.03
H 3.649 8.310 -1.300 -0.07 -0.05 0.03
H 2.071 7.828 -1.952 0.01 0.05 0.01
H 2.241 7.341 0.506 0.09 0.12 0.12
H 0.345 9.674 -0.087 0.10 -0.02 -0.09
H 0.194 8.540 1.246 0.03 -0.07 -0.05
H -0.006 7.966 -0.421 0.02 0.04 0.05
H 2.584 10.147 0.716 -0.01 -0.12 0.01
C 10.755 -6.691 -3.100 -0.06 -0.28 0.04
C 9.638 -5.805 -3.629 0.61 0.34 0.22
C 10.184 -4.696 -4.515 -0.17 0.09 -0.21
O 8.925 -5.232 -2.534 -0.28 -0.05 0.01
H 11.455 -6.112 -2.491 0.01 0.07 -0.13
H 10.350 -7.476 -2.458 -0.02 0.02 -0.09
H 11.309 -7.159 -3.917 0.01 0.03 0.05
H 8.926 -6.410 -4.196 -0.12 0.08 0.17
H 10.865 -4.049 -3.953 0.06 -0.13 0.02
H 9.373 -4.062 -4.879 0.01 -0.09 -0.02
H 10.721 -5.104 -5.374 0.01 0.05 0.04
H 9.544 -4.694 -2.025 -0.03 -0.08 -0.08
C 0.758 -8.286 3.813 0.16 -0.22 0.03
C 0.852 -7.151 4.821 -0.39 0.14 -0.59
C -0.507 -6.510 5.060 -0.07 0.09 0.24
O 1.766 -6.166 4.344 0.25 0.03 0.21
H 0.404 -7.918 2.845 -0.11 0.04 0.09
H 1.742 -8.730 3.643 -0.05 0.01 0.08
H 0.078 -9.067 4.159 0.01 0.02 -0.05
H 1.250 -7.530 5.765 0.14 0.15 -0.07
H -0.903 -6.083 4.134 0.03 -0.13 -0.04
H -0.423 -5.691 5.777 0.02 -0.09 0.01
H -1.225 -7.238 5.443 0.00 0.05 -0.03
H 1.424 -5.823 3.509 0.01 -0.04 0.10

# 2
150
Properties=species:S:1:pos:R:3:forces:R:3 method="wB97M-V/def2-TZVPD" smiles="CCOS(C)(=O)=O.CCOS(C)(=O)=O.CCOS(C)(=O)=O.CCOS(C)(=O)=O.CCOS(C)(=O)=O.CCOS(C)(=O)=O.O=C1CCCO1.O=C1CCCO1.O=C1CCCO1.O=C1CCCO1.O=C1CCCO1" energy_ev=-163009.22798 multiplicity=1 homo_lumo_gap_ha=0.3785 e_homo_ev=-9.90
C 4.776 1.064 4.997 -0.31 0.48 0.43
C 6.145 0.730 4.447 1.16 0.13 0.10
O 6.231 0.512 3.038 0.27 -0.04 -1.49
S 6.243 1.763 2.021 3.42 -1.45 0.96
C 6.686 0.892 0.542 -0.83 -0.66 1.35
O 4.901 2.140 1.968 -2.75 1.74 -0.55
O 7.286 2.699 2.373 -0.82 -0.32 0.04
H 4.686 2.122 5.262 0.26 -0.07 0.16
H 4.636 0.462 5.917 -0.36 0.33 -0.62
H 3.971 0.958 4.264 0.11 -0.65 0.13
H 6.885 1.526 4.599 -0.17 -0.21 0.73
H 6.509 -0.228 4.849 -0.08 0.50 -0.07
H 7.503 0.205 0.749 -0.18 -0.15 0.14
H 6.995 1.576 -0.210 -0.12 0.72 -0.59
H 5.725 0.395 0.364 0.52 -0.27 -0.72
C -2.488 6.364 -4.461 -1.12 -0.97 0.46
C -1.554 6.310 -3.243 -0.79 0.11 -0.68
O -0.762 5.090 -3.398 -0.43 0.16 -0.31
S 0.112 4.542 -2.204 -0.63 1.12 2.70
C 1.770 4.588 -2.788 -0.40 -0.23 1.33
O -0.079 5.449 -1.064 0.48 -0.93 -1.69
O -0.223 3.168 -2.000 -0.12 -0.14 -0.41
H -2.854 7.320 -4.815 0.34 0.55 0.56
H -3.415 5.773 -4.289 0.60 0.17 0.06
H -2.024 5.923 -5.317 0.57 -0.36 -0.51
H -0.890 7.152 -3.273 0.49 0.37 0.22
H -2.114 6.311 -2.299 0.38 -0.17 -0.27
H 2.320 4.599 -1.796 -0.14 -0.51 -1.55
H 1.948 5.453 -3.370 0.16 1.16 -0.33
H 1.813 3.740 -3.461 0.62 -0.42 0.31
C 5.087 -4.418 -0.028 -2.61 -0.32 0.33
C 5.759 -4.966 1.175 0.39 2.12 0.24
O 5.276 -4.248 2.384 0.66 -1.13 -0.57
S 5.851 -2.812 2.685 -1.32 0.01 3.38
C 4.392 -1.860 2.357 0.45 -0.22 0.50
O 6.130 -2.770 4.123 -0.45 -0.02 -1.90
O 6.883 -2.454 1.791 0.97 0.16 -1.12
H 4.013 -4.214 0.188 0.44 -0.52 -0.06
H 5.114 -5.166 -0.779 0.00 -0.62 -0.98
H 5.392 -3.500 -0.439 1.15 1.16 -0.23
H 5.569 -6.008 1.288 -0.21 -0.58 0.59
H 6.809 -4.745 1.061 0.49 -0.39 0.39
H 4.364 -1.684 1.310 -0.11 0.31 -0.91
H 4.491 -0.962 2.925 0.13 0.71 0.04
H 3.487 -2.342 2.676 -0.18 -0.65 0.18
C -6.772 -1.934 -1.804 -0.84 -0.09 0.15
C -5.397 -2.432 -2.209 0.17 -0.24 1.18
O -5.235 -1.909 -3.530 -0.18 -0.16 -1.63
S -3.910 -1.177 -3.911 -0.03 -0.28 -0.72
C -2.722 -2.498 -3.992 0.05 0.59 0.68
O -4.074 -0.466 -5.149 -0.22 -1.11 0.16
O -3.563 -0.409 -2.784 0.95 1.29 1.59
H -6.820 -0.890 -1.435 0.48 -0.57 -0.28
H -7.319 -2.557 -1.073 0.50 0.05 -0.23
H -7.330 -1.978 -2.741 -0.42 0.08 0.21
H -4.615 -2.013 -1.552 -0.28 -0.38 -0.36
H -5.316 -3.548 -2.276 -0.19 0.92 0.10
H -2.696 -2.959 -2.979 -0.32 0.11 -0.74
H -1.781 -1.919 -4.040 -0.18 -0.67 -0.67
H -2.972 -3.205 -4.794 0.48 0.34 0.21
C -0.174 -2.705 -1.301 -0.05 -0.18 -0.79
C 0.371 -1.413 -1.800 0.15 2.53 -0.27
O 1.816 -1.471 -1.971 -0.07 -0.69 -0.65
S 2.767 -0.489 -1.224 1.56 0.64 -0.44
C 2.505 1.089 -2.055 0.81 -0.82 -0.54
O 2.318 -0.373 0.142 0.36 -0.08 -0.26
O 4.116 -0.975 -1.527 -1.68 0.56 0.75
H -0.368 -3.349 -2.208 0.01 0.31 1.23
H -1.109 -2.384 -0.777 0.66 -1.10 -0.08
H 0.639 -3.160 -0.693 -1.11 0.06 0.06
H -0.024 -1.063 -2.776 0.23 -0.47 0.52
H 0.169 -0.559 -1.108 0.05 -0.76 -0.20
H 1.432 1.157 -2.235 0.14 0.33 0.03
H 3.083 1.072 -3.010 -0.65 -0.25 0.65
H 2.892 1.892 -1.428 -0.30 -0.26 0.12
C -0.875 0.096 -8.603 -0.17 -0.11 -0.70
C -1.764 0.446 -7.472 0.20 2.46 0.84
O -1.056 0.090 -6.239 0.47 -0.05 0.73
S -0.410 1.194 -5.274 1.15 1.03 -0.48
C -1.871 1.811 -4.433 0.39 1.63 -1.76
O 0.501 0.494 -4.389 -1.42 0.15 -0.64
O 0.204 2.269 -6.052 -1.20 -1.10 0.51
H -0.064 0.822 -8.713 -0.03 -0.36 0.09
H -1.447 0.042 -9.534 0.10 0.07 0.06
H -0.535 -0.887 -8.353 0.76 -0.69 -0.36
H -1.819 1.593 -7.479 -0.86 -1.60 0.20
H -2.707 -0.121 -7.435 0.28 0.63 0.02
H -2.682 1.779 -5.149 -0.15 -0.46 -0.40
H -1.791 2.907 -4.263 0.56 -0.97 0.59
H -2.128 1.174 -3.640 -0.11 -0.46 1.34
O -2.915 -1.759 3.322 0.15 -0.38 -0.18
C -1.837 -1.214 3.255 -1.24 -0.04 -0.40
C -1.347 -0.211 4.222 -0.35 0.33 0.39
C 0.078 0.048 3.785 -0.79 0.50 0.79
C 0.171 -0.535 2.404 0.76 0.50 -1.44
O -1.018 -1.362 2.205 0.71 0.14 0.39
H -1.985 0.684 4.119 0.22 -0.38 -0.19
H -1.525 -0.550 5.243 0.34 -0.14 -0.04
H 0.185 1.108 3.790 0.59 0.82 -0.22
H 0.749 -0.353 4.508 0.81 -0.54 0.29
H 0.174 0.266 1.623 -0.21 -0.68 0.58
H 1.116 -1.078 2.215 -0.87 -0.23 0.14
O -4.038 -1.003 0.294 -0.27 -2.58 1.50
C -4.389 -1.990 0.965 -0.15 2.68 -1.09
C -5.560 -1.993 1.916 1.21 -0.20 0.50
C -5.549 -3.349 2.584 0.36 -1.64 -0.29
C -4.623 -4.159 1.596 0.03 0.50 0.99
O -3.843 -3.187 0.918 0.71 0.22 -1.22
H -5.371 -1.117 2.506 -0.39 0.31 0.68
H -6.448 -1.907 1.362 -1.19 0.55 -0.81
H -5.019 -3.469 3.541 -0.63 0.86 -0.23
H -6.558 -3.812 2.683 0.73 0.36 -0.12
H -3.886 -4.713 2.156 -0.10 -0.63 -0.01
H -5.079 -4.778 0.841 -0.50 -0.28 -0.10
O 2.182 3.159 0.041 0.18 0.28 0.94
C 2.778 3.866 0.823 -0.89 -0.22 0.25
C 2.604 4.039 2.335 -0.28 -1.11 0.03
C 3.564 5.175 2.732 -0.31 -0.95 1.19
C 4.307 5.478 1.442 0.94 -0.53 -0.31
O 3.700 4.709 0.377 0.34 0.78 0.04
H 1.546 4.154 2.584 0.06 0.48 -0.27
H 2.846 3.066 2.824 0.17 0.72 -0.51
H 3.082 6.046 3.165 -0.44 0.19 -0.53
H 4.126 4.816 3.613 0.55 0.09 -0.88
H 4.306 6.514 1.196 -0.64 0.87 -0.41
H 5.360 5.235 1.357 0.21 -0.46 0.72
O -2.964 2.151 2.999 0.31 -0.02 -0.35
C -3.094 2.061 1.805 -1.83 0.35 0.64
C -2.078 1.800 0.752 -0.29 0.65 -0.22
C -2.882 1.851 -0.552 -0.76 0.01 0.47
C -4.307 2.271 -0.144 1.00 2.15 -0.02
O -4.358 2.167 1.269 0.67 0.03 0.63
H -1.217 2.476 0.919 -0.43 -0.32 -0.52
H -1.791 0.788 0.948 0.54 -0.68 0.01
H -2.567 2.555 -1.269 0.94 0.79 -0.71
H -2.928 0.903 -1.028 0.16 -0.87 -0.24
H -4.452 3.364 -0.434 0.05 -1.08 0.52
H -5.128 1.754 -0.571 -0.48 -0.93 -0.34
O -0.184 -5.402 3.044 0.83 -0.38 -1.05
C -0.958 -5.069 3.868 -0.76 -1.08 0.93
C -2.218 -5.829 4.385 0.10 1.04 -1.98
C -3.044 -4.625 4.768 -0.34 -0.13 0.33
C -1.917 -3.801 5.446 -1.57 -0.41 0.30
O -0.829 -3.919 4.554 0.15 0.37 -0.08
H -2.675 -6.385 3.565 0.30 -0.19 0.05
H -1.969 -6.486 5.181 0.27 -0.53 0.82
H -3.321 -4.132 3.821 0.32 0.14 0.71
H -4.005 -4.871 5.286 1.07 0.45 0.14
H -2.182 -2.783 5.586 -0.08 1.00 -0.15
H -1.635 -4.196 6.413 0.04 -0.34 0.30